P.
A 2-piece molecular cluster, C3H8NO overall, computed with wB97M-V/def2-TZVPD.

Bonds (Å) are listed after each position.
Positions of all 13 atoms, in Å:
1 C -0.125 0.134 -0.664  O2 1.364, C3 1.856, C4 1.691, H6 1.072, H7 1.101
2 O -1.399 0.566 -0.440  C1 1.364
3 C 1.573 0.196 0.082  C1 1.856, C4 1.412, N5 1.374, H8 1.095
4 C 0.467 -0.127 0.898  C1 1.691, C3 1.412, H10 1.072, H11 1.109
5 N 2.214 -0.878 -0.489  C3 1.374, H13 1.021
6 H -0.149 -0.866 -1.049  C1 1.072
7 H 0.201 0.756 -1.513  C1 1.101
8 H 1.954 1.218 -0.015  C3 1.095
9 H -4.088 0.320 0.836  H12 0.747
10 H 0.150 0.530 1.684  C4 1.072
11 H 0.291 -1.172 1.222  C4 1.109
12 H -4.240 -0.082 0.225  H9 0.747
13 H 3.151 -0.594 -0.778  N5 1.021

Summary:
Orbital gap (spin up / spin down): 9.982 / 7.447 eV
E_HOMO (spin up / spin down): -0.3375 / -0.3332 Eh
Spin multiplicity: 2
Total charge: 0

Q.
A 2-piece molecular cluster, C3H8NO overall, computed with wB97M-V/def2-TZVPD.

Bonds (Å) are listed after each position.
Positions of all 13 atoms, in Å:
1 C 2.896 -0.355 -0.915  N2 1.388, H3 1.095, H4 1.078
2 N 2.117 0.384 -0.034  C1 1.388, H5 1.004, H6 1.006
3 H 2.341 -1.062 -1.539  C1 1.095
4 H 3.954 -0.539 -0.821  C1 1.078
5 H 1.409 0.960 -0.451  N2 1.004
6 H 1.735 -0.051 0.789  N2 1.006
7 C -2.940 -0.185 0.296  C8 1.343, H10 1.075, H11 1.086
8 C -1.780 0.456 0.512  C7 1.343, O9 1.373, H12 1.077
9 O -0.620 -0.192 0.163  C8 1.373, H13 0.969
10 H -3.888 0.314 0.213  C7 1.075
11 H -2.978 -1.224 0.611  C7 1.086
12 H -1.625 1.436 0.932  C8 1.077
13 H -0.921 -0.923 -0.398  O9 0.969

Summary:
Orbital gap (spin up / spin down): 8.651 / 9.735 eV
E_HOMO (spin up / spin down): -0.2854 / -0.3271 Eh
Spin multiplicity: 2
Total charge: 0

Last place for stability: P

P.
A 2-piece molecular cluster, C4H11N2O3 overall, computed with wB97M-V/def2-TZVPD.

Bonds (Å) are listed after each position.
Positions of all 20 atoms, in Å:
1 C 0.065 -1.440 -0.825  C2 1.553, N5 1.449, H9 1.094, H10 1.098
2 C -0.007 -1.325 0.722  C1 1.553, C3 1.517, H11 1.097, H12 1.095
3 C 1.207 -0.593 1.262  C2 1.517, O4 1.412, H13 1.095, H14 1.100
4 O 1.507 0.636 0.633  C3 1.412, H15 0.990
5 N 0.339 -0.239 -1.588  C1 1.449, C6 1.322
6 C -0.656 0.576 -1.895  N5 1.322, N7 1.431, O8 1.251
7 N -1.818 0.579 -1.060  C6 1.431, H16 1.012, H17 1.013
8 O -0.730 1.348 -2.877  C6 1.251
9 H 0.920 -2.100 -0.998  C1 1.094
10 H -0.771 -1.936 -1.336  C1 1.098
11 H -0.964 -0.985 1.137  C2 1.097
12 H -0.092 -2.348 1.104  C2 1.095
13 H 1.121 -0.381 2.333  C3 1.095
14 H 2.109 -1.222 1.226  C3 1.100
15 H 1.452 0.499 -0.346  O4 0.990
16 H -2.630 1.045 -1.443  N7 1.012
17 H -1.935 -0.160 -0.377  N7 1.013
18 H 0.441 3.409 1.147  O20 0.960
19 H 0.326 1.882 1.408  O20 0.969
20 O 0.117 2.755 1.772  H18 0.960, H19 0.969

Summary:
Orbital gap: 7.286 eV
E_HOMO: -0.1283 Eh
Total charge: -1

Q.
A 3-piece molecular cluster, C4H11N2O3 overall, computed with wB97M-V/def2-TZVPD.

Bonds (Å) are listed after each position.
Positions of all 20 atoms, in Å:
1 O -2.096 -1.793 -0.201  C2 1.257
2 C -1.149 -0.995 0.018  O1 1.257, N3 1.320, C6 1.554
3 N -0.996 -0.202 1.061  C2 1.320, H9 1.017
4 C 1.370 1.227 2.250  O5 1.208, H10 1.099, H11 1.105
5 O 2.493 1.644 2.407  C4 1.208
6 C -0.057 -0.878 -1.083  C2 1.554, C7 1.526, N8 1.476, H12 1.096
7 C -0.240 -1.952 -2.151  C6 1.526, H13 1.089, H14 1.091, H15 1.094
8 N 1.319 -1.009 -0.566  C6 1.476, H16 1.015, H17 1.017
9 H -1.758 -0.396 1.706  N3 1.017
10 H 1.122 0.162 2.144  C4 1.099
11 H 0.475 1.874 2.194  C4 1.105
12 H -0.096 0.132 -1.504  C6 1.096
13 H 0.371 -1.737 -3.026  C7 1.089
14 H 0.019 -2.910 -1.699  C7 1.091
15 H -1.289 -2.055 -2.444  C7 1.094
16 H 1.498 -0.210 0.035  N8 1.015
17 H 1.350 -1.782 0.093  N8 1.017
18 H -0.564 3.237 -0.383  O20 0.967
19 H -0.615 3.893 0.965  O20 0.961
20 O -1.157 3.750 0.184  H18 0.967, H19 0.961

Summary:
Orbital gap: 7.219 eV
E_HOMO: -0.1387 Eh
Total charge: -1

Last place for stability: Q